1.
{
  "formula": "C6H11N3O",
  "method": "ωB97M-V/def2-TZVPD",
  "lumo_ha": 0.0268,
  "orbital_gap_ev": 8.4,
  "smiles": "C=C[C@@H]1CC1(N)N.N=C=O",
  "e_tot_ev": -12916.0703,
  "homo_energy_ev": -7.7,
  "de_lowest_ev": 2.9749,
  "species": ["O", "N", "N", "N", "C", "C", "C", "C", "C", "C", "H", "H", "H", "H", "H", "H", "H", "H", "H", "H", "H"],
  "positions_angstrom": [[2.637326, 1.632099, -1.274606], [-1.613404, 0.459421, 0.266433], [-1.960859, -1.826964, 0.621980], [0.390359, 2.298940, -1.025501], [1.217877, 0.732268, 1.718431], [-1.086826, -0.833467, 0.109843], [1.404653, -0.087193, 0.691334], [-0.142209, -1.159098, -1.202076], [1.559246, 1.984885, -1.035351], [0.377111, -1.105893, 0.201592], [0.012985, -0.309668, -1.847568], [-0.912039, 1.178139, 0.085248], [2.415237, -0.290611, 0.329943], [0.613544, -2.080527, 0.622768], [-2.457310, 0.609415, -0.275735], [0.239283, 0.903858, 2.139064], [-1.651488, -2.763482, 0.397632], [-2.919194, -1.693977, 0.314917], [-0.144374, -2.114300, -1.707530], [-0.012074, 3.178265, -1.287781], [2.032157, 1.287889, 2.156966]],
  "forces_ev_per_a": [[0.37, -0.11, 0.69], [0.18, 0.69, 0.44], [-0.33, -0.40, 0.38], [-0.11, -0.11, 0.60], [-0.05, 0.10, -0.24], [1.37, -1.00, -1.74], [-0.20, -1.74, 0.53], [-1.10, 0.30, 0.69], [-0.23, 0.75, -1.82], [0.46, 1.30, 0.81], [0.13, 0.16, -0.02], [-0.53, -0.28, -0.11], [-0.21, 0.28, -0.03], [-0.06, -0.01, -0.01], [0.27, 0.04, -0.09], [-0.17, -0.12, 0.08], [-0.13, 0.06, -0.07], [0.19, -0.10, -0.08], [-0.21, -0.12, 0.06], [0.18, 0.18, -0.01], [0.18, 0.13, -0.08]],
  "lowdin_charge": [0.1710, 0.0884, 0.0797, 0.1771, 0.0112, -0.5500, -0.1699, -0.0263, -0.4125, -0.2475, 0.0700, 0.0283, 0.1019, 0.1382, 0.0851, 0.0647, 0.0773, 0.0756, 0.0785, 0.0990, 0.0602]
}

***

2.
{
  "formula": "C6H11N3O",
  "method": "ωB97M-V/def2-TZVPD",
  "lumo_ha": 0.0283,
  "orbital_gap_ev": 9.4,
  "smiles": "CC(C)c1c(O)nnn1C",
  "e_tot_ev": -12916.0467,
  "homo_energy_ev": -8.7,
  "de_lowest_ev": 2.9986,
  "species": ["O", "N", "N", "N", "C", "C", "C", "C", "C", "C", "H", "H", "H", "H", "H", "H", "H", "H", "H", "H", "H"],
  "positions_angstrom": [[1.421496, 2.482804, 0.234078], [1.382252, -1.094576, -0.127044], [2.710473, 0.593683, 0.053273], [2.648265, -0.693857, -0.102853], [-1.470770, 0.783418, 1.135546], [0.578938, 0.044216, -0.044993], [1.471903, 1.118351, 0.108815], [-1.674638, 0.559766, -1.250432], [0.847783, -2.425487, 0.002678], [-0.941782, -0.095240, -0.065141], [2.418311, 2.707376, 0.129979], [-1.398233, 1.685336, -1.323865], [-1.261964, -1.054444, 0.090802], [1.697213, -3.148729, 0.406230], [-2.681919, 0.504777, -1.146911], [-0.965982, 0.615667, 2.066730], [-1.520373, 0.034664, -2.154537], [0.017527, -2.258082, 0.755382], [0.439360, -2.869443, -0.942078], [-2.509954, 0.685233, 1.310379], [-1.207902, 1.824557, 0.863965]],
  "forces_ev_per_a": [[1.56, -0.45, -0.37], [-0.45, 3.52, -0.33], [-0.13, -0.86, -0.36], [1.02, -1.21, 0.46], [1.66, 0.43, -0.77], [-0.88, -0.04, -0.08], [-0.10, -1.27, -0.48], [3.34, 1.57, -0.06], [0.91, -1.69, 1.14], [0.30, 4.70, 1.12], [-2.34, -0.24, 0.32], [-0.28, -2.01, -0.12], [-0.60, -2.48, 0.07], [-1.90, 1.66, -0.73], [-3.17, -0.04, 0.89], [0.39, -0.44, 0.52], [0.76, -0.26, -1.30], [1.09, -1.11, -0.80], [0.39, 0.65, 0.73], [-1.15, -0.06, -0.10], [-0.45, -0.37, 0.25]],
  "lowdin_charge": [0.0220, -0.1590, 0.0450, 0.0121, -0.0572, -0.1136, -0.3408, -0.0579, -0.0276, -0.3141, 0.1490, 0.1270, 0.0750, 0.1323, 0.0344, 0.0711, 0.0610, 0.0977, 0.0981, 0.0624, 0.0832]
}

***

3.
{
  "formula": "C6H11N3O2S",
  "method": "ωB97M-V/def2-TZVPD",
  "lumo_ha": 0.0182,
  "orbital_gap_ev": 9.6,
  "smiles": "C[C@@H]1[C@@H](SC(N)=O)NC(=O)N1C",
  "e_tot_ev": -25802.0225,
  "homo_energy_ev": -9.1,
  "de_lowest_ev": 0.0000,
  "species": ["S", "O", "O", "N", "N", "N", "C", "C", "C", "C", "C", "C", "H", "H", "H", "H", "H", "H", "H", "H", "H", "H", "H"],
  "positions_angstrom": [[-1.803952, 1.254632, 0.537773], [-2.850068, -0.712030, -0.881025], [2.652685, 2.257567, -0.186067], [0.523437, 1.699264, -0.842222], [-4.203534, 0.245753, 0.669364], [1.738693, 0.220210, 0.325740], [2.890348, -0.330495, 0.987586], [1.738265, 1.469210, -0.213029], [-0.475523, 0.748761, -0.610525], [-3.061240, 0.090741, -0.013640], [0.547976, -0.547662, 0.161100], [0.638921, -1.733516, -0.769570], [-4.304301, 0.970675, 1.357653], [3.610657, 0.473834, 1.123529], [-0.959144, 0.330986, -1.491944], [1.106405, -1.451026, -1.709473], [2.606335, -0.738022, 1.961365], [-0.359635, -2.114885, -0.966842], [-4.992564, -0.335633, 0.438077], [0.296579, 2.651954, -1.076945], [3.347668, -1.122010, 0.388253], [1.227730, -2.524863, -0.306865], [0.084252, -0.803441, 1.117698]],
  "forces_ev_per_a": [[0.23, 0.27, -0.07], [-0.24, -0.59, -0.42], [0.33, 0.32, 0.04], [0.03, 0.56, -0.03], [-0.68, -0.10, 0.21], [-0.02, -0.26, 0.18], [0.15, 0.08, 0.00], [-0.06, 0.04, -0.09], [1.23, -3.15, 1.66], [0.80, 0.59, 0.18], [-2.23, 2.34, -1.75], [0.07, 0.06, 0.24], [-0.02, -0.04, -0.04], [0.02, -0.06, 0.02], [0.07, 0.04, 0.07], [0.05, 0.03, -0.11], [0.04, 0.01, -0.02], [-0.07, -0.07, -0.02], [0.05, 0.03, 0.01], [0.14, 0.00, -0.03], [0.04, -0.01, 0.06], [0.07, -0.13, -0.05], [0.00, 0.04, -0.06]],
  "lowdin_charge": [0.9705, 0.0080, 0.0709, 0.0497, 0.1010, -0.0972, -0.0251, -0.5370, -0.4664, -0.8565, -0.2418, -0.0524, 0.0865, 0.0902, 0.0930, 0.0906, 0.0933, 0.0747, 0.1152, 0.1436, 0.0895, 0.0753, 0.1244]
}

***

4.
{
  "formula": "C6H11N3O2S",
  "method": "ωB97M-V/def2-TZVPD",
  "lumo_ha": 0.0135,
  "orbital_gap_ev": 8.3,
  "smiles": "O=[S@@H]1=CC=NN2CCCO[C@H]2N1",
  "e_tot_ev": -25794.8752,
  "homo_energy_ev": -8.0,
  "de_lowest_ev": 7.1472,
  "species": ["S", "O", "O", "N", "N", "N", "C", "C", "C", "C", "C", "C", "H", "H", "H", "H", "H", "H", "H", "H", "H", "H", "H"],
  "positions_angstrom": [[-0.476377, -1.822611, -1.373583], [-0.200326, -2.577973, -2.570348], [1.190571, 1.547057, -0.508257], [-2.082781, 0.399288, 0.356934], [-0.675235, 0.192708, 0.529471], [0.737884, -0.693751, -1.225388], [1.436500, 0.375845, 1.643495], [-2.633626, -0.357038, -0.504139], [-0.071039, 0.739992, 1.735869], [-1.984624, -1.078106, -1.564232], [2.060460, 1.372101, 0.612808], [0.195889, 0.621054, -0.662074], [1.449171, -0.633055, 1.285762], [1.694769, -0.467807, -1.642170], [2.094769, 2.350790, 1.086927], [-0.240198, -2.678099, -0.383848], [-2.490425, -1.716996, -2.282408], [3.077907, 1.025730, 0.291269], [-0.611560, 0.106929, 2.452047], [-0.300431, 1.749600, 2.143933], [-0.415984, 1.177384, -1.441480], [1.989220, 0.543311, 2.518900], [-3.744531, -0.176353, -0.499488]],
  "forces_ev_per_a": [[0.90, 1.69, -2.96], [0.03, -0.81, -0.01], [0.62, -0.26, 0.72], [1.02, 0.47, 2.12], [1.26, 1.33, -2.69], [0.19, 2.78, 1.39], [-1.33, 1.90, -1.83], [-1.04, 1.08, -1.22], [-0.76, -1.52, 1.83], [0.80, -1.09, 1.29], [0.02, -1.22, 0.58], [-2.20, -0.59, -1.79], [0.51, -0.63, 0.00], [-2.06, -1.75, 0.00], [0.40, 0.04, -0.01], [0.05, -0.05, 0.87], [-0.12, 0.11, 0.21], [-0.81, 0.45, 0.14], [0.67, 0.11, 0.64], [0.20, 0.01, -1.26], [0.09, -1.29, 0.90], [0.45, -0.20, 1.52], [1.11, -0.57, -0.44]],
  "lowdin_charge": [0.8288, -0.3915, -0.0778, 0.0219, -0.1501, -0.1269, -0.1230, -0.2699, -0.1754, -0.2695, -0.1656, -0.3705, 0.0942, 0.1675, 0.1187, 0.0613, 0.0661, 0.1291, 0.1126, 0.1294, 0.1737, 0.0941, 0.1228]
}

***

5.
{
  "formula": "C6H11N4O",
  "method": "ωB97M-V/def2-TZVPD",
  "lumo_ha": [0.1466, 0.1455],
  "orbital_gap_ev": [6.3, 5.7],
  "e_tot_ev": -14403.6989,
  "homo_energy_ev": [-2.3, -1.7],
  "charge": -1,
  "de_lowest_ev": 3.4310,
  "species": ["O", "N", "N", "N", "N", "C", "C", "C", "C", "C", "C", "H", "H", "H", "H", "H", "H", "H", "H", "H", "H", "H"],
  "positions_angstrom": [[-0.647639, 2.935172, 0.882109], [-2.225285, -0.785219, -0.995640], [-1.145521, -1.011759, 1.034397], [-1.437905, 2.194906, 0.161360], [-2.983560, -1.487510, -0.078355], [1.950849, -1.313841, 0.065166], [0.054751, 0.219010, -0.755084], [-0.994942, -0.478886, -0.238941], [1.323102, 0.067845, 0.023937], [-2.315484, -1.504775, 1.110787], [2.212513, 1.239109, -0.410163], [2.731958, -1.417189, 0.713762], [-3.959010, -1.259433, -0.168955], [2.298950, -1.596807, -0.933318], [-2.803112, -1.682036, 2.002922], [-1.503288, 2.726249, -0.803302], [1.183702, -2.004427, 0.461737], [0.016433, 0.531740, -1.760258], [0.993937, 0.153589, 1.090825], [3.197144, 1.017654, -0.075191], [2.012188, 1.346485, -1.443203], [2.040220, 2.110128, 0.115411]],
  "forces_ev_per_a": [[-1.97, -1.56, -1.37], [3.08, 0.71, 1.25], [2.12, 0.90, 0.10], [2.40, 2.51, 0.33], [0.72, 0.91, 0.16], [-2.27, -0.33, -2.24], [0.40, -0.71, 1.42], [-5.60, -2.31, -2.08], [-0.82, 1.48, 1.47], [-1.12, 0.40, -1.81], [0.10, -2.43, 0.94], [2.41, 0.22, 1.86], [-0.22, -0.39, 0.30], [-0.13, -0.38, -0.01], [-0.87, -1.00, 1.70], [0.12, -1.13, 1.18], [0.22, 0.10, -0.63], [0.10, 0.24, -1.04], [0.34, 0.65, -0.54], [1.50, -0.33, -0.66], [0.72, 0.43, -1.21], [-1.25, 2.00, 0.89]],
  "lowdin_charge": [-0.2934, 0.0075, 0.0958, -0.0702, -0.0805, -0.0890, -0.1409, -0.3986, -0.4481, -0.2578, -0.0704, 0.0244, 0.1068, 0.0756, 0.0750, 0.0432, 0.0724, 0.0739, 0.1265, 0.0544, 0.0564, 0.0369]
}

***

6.
{
  "formula": "C6H11N5",
  "method": "ωB97M-V/def2-TZVPD",
  "lumo_ha": [-0.2220, -0.2220],
  "orbital_gap_ev": [7.6, 7.6],
  "e_tot_ev": -13827.7907,
  "homo_energy_ev": [-13.6, -13.6],
  "charge": 2,
  "de_lowest_ev": 6.6381,
  "species": ["N", "N", "N", "N", "N", "C", "C", "C", "C", "C", "C", "H", "H", "H", "H", "H", "H", "H", "H", "H", "H", "H"],
  "positions_angstrom": [[-7.339328, -13.159246, -3.180927], [-7.694312, -13.810448, -4.260281], [3.656590, 6.432805, 2.848891], [6.047936, 7.943429, 4.304933], [3.965155, 8.272020, 1.442262], [5.267233, 7.853151, 3.491688], [2.423115, 6.797838, 0.897311], [4.369643, 7.537207, 2.488753], [4.461157, 9.209328, 0.559740], [2.660562, 6.094772, 1.996880], [-6.547436, -13.666047, -2.325744], [6.850596, 8.132715, 4.778214], [-7.451982, -14.811710, -4.422954], [-6.187635, -13.215805, -1.434228], [-8.523522, -13.358109, -4.741559], [2.230424, 7.120765, -0.142624], [3.605536, 9.654323, -0.039816], [-7.654837, -12.247831, -2.856120], [4.988637, 8.570440, -0.208674], [1.845985, 5.519109, 2.342158], [-6.299203, -14.807193, -2.384867], [5.325688, 9.938484, 0.846964]],
  "forces_ev_per_a": [[1.88, -0.68, 2.81], [-2.95, 0.81, -3.14], [1.52, 0.69, 0.99], [-1.57, 0.08, -0.97], [-1.97, -4.14, 2.11], [0.70, -0.26, 0.15], [2.71, 2.88, -0.26], [-4.44, -0.61, -3.01], [2.28, 1.08, -3.16], [0.03, 2.04, -0.78], [0.78, -3.98, 0.47], [2.52, 0.50, 1.91], [-0.27, 1.38, 0.65], [-0.11, 1.03, 0.33], [1.55, -1.32, 0.61], [-0.26, -0.62, 1.09], [1.18, 0.05, 1.15], [-0.65, 0.39, -1.41], [-0.29, 0.79, 0.26], [-0.40, -1.52, 0.39], [-0.24, 2.35, -0.34], [-2.00, -0.94, 0.13]],
  "lowdin_charge": [-0.0676, 0.1030, 0.0889, 0.4426, 0.0115, 0.1117, 0.3092, -0.3421, -0.1280, -0.1989, 0.1394, 0.1261, 0.1709, 0.1053, 0.1784, 0.1086, 0.1137, 0.2079, 0.1075, 0.1214, 0.1628, 0.1280]
}

***

7.
{
  "formula": "C6H11N6O2S",
  "method": "ωB97M-V/def2-TZVPD",
  "lumo_ha": -0.2155,
  "orbital_gap_ev": 5.5,
  "smiles": "CN(O)C(=O)N[C@H]1CCN=C(N=[N+]=N)S1",
  "e_tot_ev": -30257.6802,
  "homo_energy_ev": -11.4,
  "charge": 1,
  "de_lowest_ev": 1.7952,
  "species": ["S", "O", "O", "N", "N", "N", "N", "N", "N", "C", "C", "C", "C", "C", "C", "H", "H", "H", "H", "H", "H", "H", "H", "H", "H", "H"],
  "positions_angstrom": [[0.611584, 0.914314, 1.383803], [0.756411, -2.635163, -0.532656], [-2.398038, -2.764841, 1.067560], [0.961283, 3.483894, 1.728845], [1.443029, 4.511522, 1.609858], [1.679616, 5.488653, 1.050688], [1.065465, 2.890479, -0.429547], [-1.152725, -3.192471, 0.520351], [-0.621743, -0.985054, 0.151264], [-0.825275, -4.603615, 0.275961], [0.844682, 2.505216, 0.770037], [-0.252687, 0.974756, -1.321541], [0.683853, 2.203130, -1.604028], [0.306436, 0.024218, -0.158399], [-0.265403, -2.332537, -0.036125], [0.236949, -4.657647, -0.106254], [1.673744, 1.933937, -2.048017], [-1.564166, -5.089778, -0.402442], [-0.410082, 0.431253, -2.278075], [1.232971, -0.450896, -0.670828], [2.510742, 6.184523, 1.057258], [-1.482662, -0.594191, 0.582856], [0.131597, 2.791179, -2.296113], [-2.994345, -3.470578, 1.300513], [-1.025283, -5.053880, 1.297803], [-1.145955, 1.493577, -0.912773]],
  "forces_ev_per_a": [[-0.15, 0.05, 0.63], [2.82, -0.93, -1.61], [1.47, 1.54, -0.70], [-0.89, -0.26, 3.86], [1.08, 0.04, -1.30], [1.26, 3.96, -0.93], [-0.91, 1.58, 2.29], [0.34, -1.63, -0.79], [-0.79, 0.72, 0.47], [-1.41, -0.62, 1.57], [0.86, -1.94, -4.38], [1.03, 1.12, 1.27], [0.83, -3.05, 0.19], [0.94, 0.05, -3.90], [-3.92, 2.60, 2.54], [-1.50, -0.09, 0.73], [-0.80, -0.05, -0.20], [0.66, 0.43, 0.09], [-0.17, 0.13, 0.96], [-1.24, 0.60, 1.60], [-1.31, -1.87, 0.54], [0.72, -1.43, -0.48], [-0.03, 1.13, -0.47], [0.31, -1.13, -0.22], [0.89, -0.17, -1.20], [-0.10, -0.79, -0.56]],
  "lowdin_charge": [1.0972, 0.1001, 0.0325, 0.1765, -0.0273, 0.3227, 0.0827, -0.1303, 0.0165, -0.0079, -0.6504, -0.1198, -0.2103, -0.5806, -0.5618, 0.1127, 0.1472, 0.0960, 0.1365, 0.1606, 0.2163, 0.1500, 0.1118, 0.1029, 0.1065, 0.1196]
}

***

8.
{
  "formula": "C6H11NO",
  "method": "ωB97M-V/def2-TZVPD",
  "lumo_ha": 0.0071,
  "orbital_gap_ev": 8.4,
  "e_tot_ev": -9929.8340,
  "homo_energy_ev": -8.2,
  "de_lowest_ev": 8.6205,
  "species": ["O", "N", "C", "C", "C", "C", "C", "C", "H", "H", "H", "H", "H", "H", "H", "H", "H", "H", "H"],
  "positions_angstrom": [[-0.756374, 0.588750, -2.666188], [0.702271, 0.253074, 1.003616], [-0.687293, -1.463290, 0.349191], [-1.247498, -0.160002, -0.311395], [0.206211, -0.962095, 1.552348], [0.308776, 0.200744, -0.303724], [-0.749246, 0.901051, -1.221492], [2.027048, 0.623473, 1.475578], [2.041685, 1.668230, 1.060252], [-0.726834, -0.717104, 2.380006], [-1.694896, 1.368937, -3.140705], [2.975120, 0.051578, 0.948220], [0.949913, -1.656044, 1.978109], [-0.069690, -2.020250, -0.445754], [-1.525451, 0.484798, 0.544400], [0.787606, -0.592530, -0.895236], [1.976677, 0.486918, 2.521386], [-1.231434, 1.816900, -0.705017], [-1.495598, -2.212251, 0.815493]],
  "forces_ev_per_a": [[-3.73, 4.97, -0.01], [1.46, 0.72, 2.00], [-1.67, -4.11, -0.07], [1.47, -0.82, 3.38], [-4.60, -0.31, 1.20], [-0.72, 1.88, -4.64], [0.02, -0.33, 0.18], [0.74, 0.63, -4.17], [0.98, -0.59, 1.28], [2.90, -0.66, -1.41], [4.42, -3.70, 2.25], [-2.23, 0.91, 1.35], [-0.38, 0.18, -0.27], [-1.31, 0.21, 1.52], [-0.70, -0.83, -0.08], [0.24, 0.85, -0.23], [0.62, 0.35, 1.12], [1.07, -0.84, -2.19], [1.44, 1.48, -1.23]],
  "lowdin_charge": [-0.1436, -0.2375, -0.2010, -0.1253, -0.1898, -0.2760, -0.2639, -0.0715, 0.0958, 0.1639, 0.2826, 0.1289, 0.1141, 0.1199, 0.1157, 0.1370, 0.0581, 0.1638, 0.1288]
}